1.
C4H14NOS | ωB97M-V/def2-TZVPD

XYZ file:
```
21
Properties=species:S:1:pos:R:3:lowdin_charge:R:1
C -0.51345 1.59304 -1.32858 -0.216
C 1.01272 1.36692 -1.24150 -0.244
C 1.64223 2.00513 0.00052 -0.109
S 0.04011 -1.02493 0.98127 1.016
C 0.09992 -2.29963 2.29061 -0.351
N -1.23825 1.31361 -0.07679 0.120
H -0.86345 0.99707 -2.16414 0.124
H -0.70865 2.63408 -1.56681 0.125
H 1.21463 0.29210 -1.25970 0.076
H 1.40268 1.80696 -2.15695 0.118
H 2.72600 2.03354 -0.10018 0.084
H 1.23572 2.99329 0.16909 0.081
H -0.39037 -3.21767 1.94434 0.063
H 1.15896 -2.50329 2.45879 0.045
H -0.33623 -1.88865 3.19581 0.067
H -2.11344 1.79815 0.08269 0.121
H 1.46953 1.37863 0.86831 0.017
H -1.39248 0.32180 0.07796 -0.041
H -0.93509 -2.69512 -1.94788 0.070
H -0.88960 -1.90852 -0.62262 -0.105
O -0.91275 -1.80152 -1.58016 -0.062
```

Values from the calculation:
Total charge   +1
Energy   -688.55535 Ha
Orbital gap   5.05 eV
Highest occupied orbital energy   -14.1 eV

***

2.
C4H14NOS | ωB97M-V/def2-TZVPD

XYZ file:
```
21
Properties=species:S:1:pos:R:3:lowdin_charge:R:1
C 1.28410 0.51401 0.03390 -0.127
C 0.20570 1.38418 0.85110 -0.198
C -1.09455 0.74056 1.18258 -0.421
S -1.78296 -0.34659 -0.15006 1.177
C -2.91550 0.99234 -0.81752 -0.209
N 1.59390 -0.84202 0.60345 0.182
H 2.20813 0.98763 -0.31181 0.149
H 0.64029 0.30744 -0.87094 0.111
H 0.66489 1.44412 1.88459 0.149
H 0.17086 2.38609 0.43670 0.134
H -1.05181 0.06943 2.06134 0.110
H -1.78857 1.52038 1.47271 0.109
H -3.29596 0.55599 -1.73101 0.060
H -3.87616 1.07352 -0.29930 0.096
H -2.37033 1.94319 -0.71370 0.083
H 2.33936 -0.72222 1.30870 0.188
H 2.14534 -1.36262 -0.10947 0.104
H 0.78653 -1.26157 1.05291 0.149
H 4.13436 -1.33286 -1.84445 0.098
H 3.62140 -2.51480 -1.13361 0.090
O 3.40151 -1.57744 -1.25907 -0.034
```

Values from the calculation:
Total charge   +2
Multiplicity   2
Expectation value of S²   0.753
Energy   -688.26859 Ha
Orbital gap (spin up / spin down)   11.86 / 7.43 eV
Highest occupied orbital energy (spin up / spin down)   -19.3 / -19.3 eV

***

3.
C4H14O2S | ωB97M-V/def2-TZVPD

XYZ file:
```
21
Properties=species:S:1:pos:R:3:lowdin_charge:R:1
C -2.14652 -0.38051 -0.63782 -0.116
C -0.68740 -0.49685 -1.02280 -0.327
C 0.26650 -0.22260 0.13850 -0.519
S 0.04569 1.45537 0.81153 0.808
C 1.55685 1.49930 1.79546 -0.421
H -2.41950 -1.27299 -0.08192 0.065
H -2.80391 -0.17265 -1.47409 0.071
H -2.30804 0.43807 0.06379 0.044
H -0.40707 -1.46272 -1.43463 0.100
H -0.28547 0.22523 -1.74113 0.098
H 0.15028 -0.88779 0.99382 0.072
H 1.27390 -0.36887 -0.22374 0.069
H 1.42381 1.08805 2.78251 0.028
H 2.12288 2.41859 1.75254 0.028
H 2.28106 0.87786 1.25579 0.026
H 2.19099 2.80263 -1.61020 0.025
H 1.45528 3.52544 -2.75730 0.031
O 1.33218 3.11822 -1.89582 -0.075
H -1.10898 -4.77578 1.44723 0.033
H -1.20220 -3.49702 0.55762 0.015
O -0.73032 -3.91099 1.28064 -0.055
```

Values from the calculation:
SMILES string   CCCSC.O.O
Total charge   0
Energy   -709.43571 Ha
Orbital gap   8.93 eV
Highest occupied orbital energy   -8.2 eV

***

4.
C4H14O2S2 | ωB97M-V/def2-TZVPD

XYZ file:
```
22
Properties=species:S:1:pos:R:3:lowdin_charge:R:1
C -0.73765 -3.49747 2.62898 -0.189
C -1.84346 -2.58838 2.82856 -0.553
S -1.35463 -0.69067 2.86417 0.444
S -2.92590 0.36736 1.82228 0.448
C -2.08539 0.45709 0.11032 -0.584
C -1.32119 1.85533 0.05077 -0.193
H -0.90599 -4.34400 3.32619 0.091
H 0.20454 -2.91261 2.73000 0.076
H -0.73680 -3.87294 1.63149 0.062
H -2.35738 -2.96868 3.61157 0.019
H -2.74275 -2.52592 2.17907 0.061
H -1.33635 -0.23460 -0.24304 0.059
H -2.66085 0.39526 -0.77471 0.036
H -2.02218 2.76955 0.27277 0.098
H -1.15628 1.86212 -1.02499 0.044
H -0.32462 1.65888 0.56164 0.082
H 5.14598 0.83834 -5.01618 0.033
H 4.15334 2.03309 -4.93309 0.013
O 4.44282 1.24225 -4.53394 -0.017
H 3.74491 2.64091 -2.88930 -0.024
H 3.48493 4.17997 -2.78814 0.014
O 3.33491 3.33514 -2.41443 -0.019
```

Values from the calculation:
SMILES string   CCSSCC.O.O
Total charge   0
Energy   -1107.56392 Ha
Orbital gap   9.45 eV
Highest occupied orbital energy   -8.8 eV

***

5.
C4H14O3 | ωB97M-V/def2-TZVPD

XYZ file:
```
21
Properties=species:S:1:pos:R:3:lowdin_charge:R:1
C -1.63855 0.90403 1.60567 -0.105
C -1.31789 0.58799 0.16738 -0.211
C -1.34820 -0.64660 -0.30582 -0.189
C -1.14391 -1.04391 -1.73163 -0.095
H -2.24632 0.11348 2.03876 0.072
H -0.72755 0.99168 2.20583 0.065
H -2.18092 1.84243 1.69817 0.068
H -1.29681 1.43936 -0.50767 0.099
H -1.42565 -1.43473 0.43669 0.108
H -0.09878 -1.24317 -1.95527 0.053
H -1.73314 -1.92574 -1.97700 0.070
H -1.48006 -0.23398 -2.38231 0.076
H 1.86043 -1.70643 1.93962 0.043
H 1.71800 -1.04872 0.52686 -0.002
O 1.61512 -0.89623 1.48145 -0.067
H 1.07867 2.17338 -0.41388 0.042
H 1.33164 1.28707 0.82215 0.020
O 1.77955 1.76904 0.10829 -0.053
H 3.18983 -0.43968 -1.32529 0.060
H 1.80902 0.18149 -1.14873 0.015
O 2.25552 -0.67075 -1.28325 -0.069
```

Values from the calculation:
SMILES string   C/C=C/C.O.O.O
Total charge   0
Energy   -386.50148 Ha
Orbital gap   9.98 eV
Highest occupied orbital energy   -9.2 eV

***

6.
C4H14O3 | ωB97M-V/def2-TZVPD

XYZ file:
```
21
Properties=species:S:1:pos:R:3:lowdin_charge:R:1
C -1.09150 -0.66680 0.94243 -0.073
C -0.51817 0.78562 1.21048 -0.389
C -1.25465 1.92421 1.11528 0.009
C 0.87876 0.62500 1.89579 -0.076
H -2.01900 -0.69042 0.29445 0.085
H -0.20610 -1.18831 0.44570 0.062
H -1.29733 -1.19467 1.88848 0.071
H -0.86129 2.92008 1.33820 0.056
H -2.30159 2.03166 0.77390 0.065
H 1.21383 -0.33684 2.28986 0.074
H 1.60547 0.97389 1.18729 0.050
H 0.94904 1.23796 2.82745 0.084
H 0.61109 1.44357 -0.68397 0.063
H 0.26451 0.60384 -1.89190 0.067
O 1.03910 0.67764 -1.20775 -0.145
H 1.73935 -1.20410 -1.20907 0.000
H 1.22462 -2.64322 -0.89551 0.051
O 1.78569 -2.12666 -1.50645 -0.069
H 0.09534 -1.35680 -2.51311 0.036
H -1.17619 -1.05311 -3.57228 0.100
O -0.68097 -0.76255 -2.72927 -0.121
```

Values from the calculation:
SMILES string   C=C(C)C.O.O.O
Total charge   0
Energy   -386.47029 Ha
Orbital gap   10.10 eV
Highest occupied orbital energy   -9.5 eV

***

7.
C4H14O4 | ωB97M-V/def2-TZVPD

XYZ file:
```
22
Properties=species:S:1:pos:R:3:lowdin_charge:R:1
C 0.80966 0.58962 -1.86041 0.183
O 2.38224 0.60663 1.00210 -0.114
C -0.49441 0.85430 -1.27694 -0.206
C -1.20723 -0.43960 -0.76722 -0.367
C -2.28239 -0.24923 0.30653 -0.045
O -0.15480 -1.37577 -0.30460 -0.090
H 0.70270 0.42481 -2.95778 0.113
H 1.81894 1.06376 -1.49431 0.138
H 1.88283 0.74710 0.15111 -0.024
H -1.16202 1.39957 -1.90929 0.124
H -0.43228 1.54439 -0.38936 0.130
H -1.68818 -0.84706 -1.70606 0.149
H -3.22736 -0.83498 0.18156 0.091
H -2.58417 0.75847 0.28924 0.052
H -1.72008 -0.38500 1.35354 0.123
H 0.59003 -1.08773 -1.03450 0.131
H 2.47800 -1.64814 1.30846 0.010
H 0.91355 -1.83740 1.21633 -0.025
O 1.74093 -2.25231 1.41764 -0.066
H 1.60773 0.56428 1.67153 0.023
H 0.08555 1.39166 2.81468 -0.082
O -0.05920 1.01263 1.98775 -0.249
```

Values from the calculation:
Total charge   0
Energy   -461.46477 Ha
Orbital gap   3.85 eV
Highest occupied orbital energy   -8.5 eV

***

8.
C4H14O5 | ωB97M-V/def2-TZVPD

XYZ file:
```
23
Properties=species:S:1:pos:R:3:lowdin_charge:R:1
O 20.21373 8.14658 9.31237 -0.076
H 19.77812 8.98650 9.45740 -0.054
H 20.85777 8.08529 10.01783 0.050
C 20.63702 10.51546 8.74255 -0.306
C 22.04245 10.13354 9.13597 -0.219
O 22.45486 10.81307 10.32598 -0.069
O 19.77688 10.38590 9.92073 -0.065
H 20.52136 9.98139 7.79942 0.120
H 20.61453 11.57125 8.47254 0.150
H 22.85203 10.45263 8.47957 0.128
H 22.19536 9.05455 9.15838 0.104
H 21.83207 10.66135 11.04060 0.073
H 19.09624 11.06211 9.88807 0.125
C 16.70146 9.65610 7.93623 -0.266
C 18.14303 9.27782 7.71230 -0.186
O 18.95451 10.37988 8.01945 -0.175
O 15.81474 8.58954 7.72836 -0.037
H 16.43973 10.53408 7.34568 0.122
H 16.53353 10.15512 8.89064 0.119
H 18.28131 9.03253 6.65931 0.144
H 18.30959 8.41400 8.35587 0.117
H 19.50873 10.69272 7.30073 0.109
H 15.94020 7.94882 8.43216 0.091
```

Values from the calculation:
Total charge   0
Energy   -536.76840 Ha
Orbital gap   9.69 eV
Highest occupied orbital energy   -9.2 eV

***

9.
C4H15Cl2NSi3 | ωB97M-V/def2-TZVPD

XYZ file:
```
25
Properties=species:S:1:pos:R:3:lowdin_charge:R:1
C -1.49892 1.84026 0.81650 -0.201
C -0.91637 -0.40353 3.01743 -0.231
C 1.94050 -1.51579 -1.88550 -0.187
C 2.02029 1.29056 -0.80209 -0.223
N 0.33533 -0.53582 0.48600 -0.224
Si -0.28243 0.62835 1.66052 0.414
Si 0.91391 -0.13386 -1.14548 0.393
Si -3.23812 -1.33328 -1.47926 -0.181
Cl -2.13769 -2.99844 -1.59380 0.133
Cl -3.59497 -0.87404 -3.44850 0.085
H -2.17108 2.28581 1.58244 0.032
H -0.96340 2.65478 0.37133 0.003
H -2.05442 1.24667 0.03512 0.000
H -1.52219 0.18253 3.70376 0.030
H -1.71564 -1.05867 2.67564 0.027
H -0.08365 -1.06435 3.26933 0.035
H 1.62196 -2.49554 -1.97129 -0.013
H 2.05736 -1.07198 -2.91127 0.041
H 2.99298 -1.42578 -1.55315 0.039
H 2.96047 0.82015 -0.28440 0.083
H 2.35362 1.80964 -1.66826 0.013
H 1.58686 1.87151 -0.04313 -0.038
H 1.01819 1.30939 2.22438 0.004
H -0.16366 0.39083 -1.88175 -0.029
H 0.54106 -1.41940 0.82544 -0.007
```

Values from the calculation:
Total charge   0
Energy   -2005.12879 Ha
Orbital gap   8.34 eV
Highest occupied orbital energy   -9.0 eV

***

10.
C4H15N2O | ωB97M-V/def2-TZVPD

XYZ file:
```
22
Properties=species:S:1:pos:R:3:lowdin_charge:R:1
C 0.46489 -1.17579 2.28741 -0.097
C 1.61476 -0.23458 1.92378 -0.264
N 1.22745 0.73334 0.82089 -0.023
H 0.26374 -1.94004 1.50080 0.066
H 0.71508 -1.72179 3.18975 0.079
H -0.46970 -0.60827 2.47206 0.087
H 1.93628 0.34679 2.79402 0.116
H 2.44349 -0.82537 1.54370 0.111
H 0.55662 1.41375 1.19806 0.103
H 2.06322 1.27965 0.60534 0.108
C -1.64751 0.88333 -1.42468 -0.263
O -2.26522 1.64048 -2.47000 -0.059
C -0.56088 0.03618 -2.07326 -0.147
N 0.10798 -0.82117 -1.04510 0.123
H -2.39272 0.21284 -0.93145 0.133
H -1.18102 1.54107 -0.64320 0.122
H -2.86663 2.30847 -2.03512 0.131
H -1.02049 -0.62576 -2.84225 0.150
H 0.17955 0.67478 -2.52312 0.131
H -0.56198 -1.43409 -0.57784 0.141
H 0.60243 -0.20206 -0.27890 0.069
H 0.79067 -1.48176 -1.49091 0.183
```

Values from the calculation:
Total charge   +1
Energy   -345.90794 Ha
Orbital gap   11.30 eV
Highest occupied orbital energy   -14.3 eV

***

> Which value of total charge does entry 7 give?

0

***

> energy of number 7 (C4H14O4)?

-461.46477 Ha

***

> Which value of total charge does entry 3 give?

0